(1)
12
Properties=species:S:1:pos:R:3:forces:R:3 method="wB97M-V/def2-TZVPD" e_tot_ev=-12754.96147 orbital_gap_ev="7.581 / 8.233" total_charge=0 de_lowest_kcal_mol=134.3 max_force_ev_per_a=2.3
C -1.4065 -0.3808 0.2435 0.264 -1.050 -0.985
C 1.1923 1.2198 1.8475 1.117 0.463 -1.009
C -0.1873 0.2212 0.6679 -2.091 0.003 -1.023
C 0.9352 0.4150 -0.0674 -0.805 -0.655 -0.141
N -1.3411 -0.9792 -0.9191 0.023 1.003 -1.314
N 1.8475 0.9778 0.7609 0.694 -0.294 -0.479
N -0.1787 -1.1140 -1.4936 1.057 -0.513 0.306
O -0.0873 0.8888 1.8364 0.024 -0.383 1.209
O -0.1911 -0.8479 -2.8668 -1.473 0.859 1.043
H -2.3973 -0.4584 0.7003 0.717 0.329 0.373
H 1.6851 1.6626 2.6527 -0.069 0.749 1.507
H 0.1289 -1.6049 -3.3624 0.544 -0.511 0.513

=====

(2)
15
Properties=species:S:1:pos:R:3:forces:R:3 method="wB97M-V/def2-TZVPD" e_tot_ev=-8832.16421 orbital_gap_ev="11.591 / 6.588" s_squared=0.7545 total_charge=+1 de_lowest_kcal_mol=31.1 multiplicity=2 max_force_ev_per_a=2.6
C 0.7795 0.2062 -0.3485 -0.540 -0.973 0.099
C 1.7073 0.3905 0.8767 0.013 1.611 0.540
O 1.7921 1.7546 1.2674 -0.139 -0.122 -0.510
N -0.5334 -0.2736 0.0893 0.218 1.768 -1.947
C -1.3854 -1.1569 -0.7214 -0.691 -0.962 0.763
O -2.3941 -0.3943 -1.2952 0.374 0.234 0.632
H 0.6390 1.1959 -0.8081 -0.027 -0.070 0.136
H 1.1303 -0.4750 -1.1189 0.323 -0.141 0.215
H 2.7104 0.1253 0.5998 0.370 -0.351 -0.169
H 1.3941 -0.1558 1.7524 -0.170 -0.808 -0.023
H 0.9239 2.1024 1.5046 0.167 -0.026 0.229
H -1.0925 0.5373 0.3542 -0.208 -0.204 0.958
H -0.7896 -1.6591 -1.4640 0.284 0.094 -0.446
H -1.7891 -1.9347 -0.0592 0.114 0.077 0.052
H -3.0926 -0.2628 -0.6289 -0.087 -0.127 -0.527

=====

(3)
9
Properties=species:S:1:pos:R:3:forces:R:3 method="wB97M-V/def2-TZVPD" e_tot_ev=-28980.32349 orbital_gap_ev=11.021 total_charge=0 de_lowest_kcal_mol=106.9 max_force_ev_per_a=2.9
O 4.0048 -0.5565 0.6577 -1.213 0.791 0.577
O 2.7665 -0.3813 -1.4134 -0.783 0.025 0.299
O 1.0759 1.5663 -0.2145 -0.051 0.358 -0.721
O 2.4043 1.4189 0.2777 1.030 -0.824 0.176
O 1.4990 -0.7378 0.6788 0.933 -0.631 -0.097
Si 0.2416 0.1336 0.0273 -2.779 -0.046 0.954
S 2.8019 -0.1765 -0.0022 1.700 0.039 -0.800
H -0.6753 0.5408 1.2780 0.647 -0.898 -1.759
H -0.3302 -0.6652 -1.2117 0.516 1.187 1.372

=====

(4)
10
Properties=species:S:1:pos:R:3:forces:R:3 method="wB97M-V/def2-TZVPD" e_tot_ev=-78227.19337 orbital_gap_ev=8.490 smiles="O=c1cc[nH]n1Br" total_charge=0 de_lowest_kcal_mol=57.7 max_force_ev_per_a=2.6
C 0.1062 1.2781 0.1913 -0.908 -0.148 0.237
C -0.0752 -0.0714 -0.0028 0.743 0.279 -0.043
C 1.4004 1.7101 -0.0614 1.867 -1.628 -0.869
N 1.0338 -0.6967 -0.3938 -0.338 -1.022 0.445
N 2.0777 0.1316 -0.6411 -0.593 2.373 -0.107
O 2.1249 2.6372 -0.0835 -0.268 0.012 0.142
Br 3.7172 -0.3749 0.0982 -0.160 -0.081 0.240
H -0.6441 1.9378 0.5833 -0.108 0.097 0.006
H -0.9902 -0.6238 0.1062 -0.115 -0.099 -0.022
H 1.1096 -1.6795 -0.6217 -0.122 0.216 -0.029